Entry 1:
Here is a structure of composition C38H33BrIN8ORe from the Open Molecules 2025 dataset. Energies are from ωB97M-V with the def2-TZVPD basis set.

The geometry in ORCA input format:
```
! wB97M-V def2-TZVPD RIJCOSX def2/J DEFGRID3
* xyz 3 2
Re -0.6857 0.1362 -0.6844
C -0.6031 0.3734 -3.8527
N -1.5192 -0.1684 -2.8225
C -1.8386 -1.6143 -2.9812
C -0.8910 -2.4118 -2.1468
N -0.2202 -1.8740 -1.1366
C 0.6146 -2.8923 -0.6439
C 1.6462 -2.8733 0.2969
C 2.3088 -4.0602 0.5308
C 1.9830 -5.2402 -0.1565
C 1.0000 -5.2635 -1.1224
C 0.3357 -4.0627 -1.3511
N -0.6254 -3.7146 -2.2940
C 0.7633 0.5100 -3.2671
N 1.0082 0.4640 -1.9612
C 2.4183 0.5071 -1.8455
C 3.2768 0.3761 -0.7540
C 4.6329 0.4344 -1.0003
C 5.1515 0.6112 -2.2909
C 4.3212 0.7107 -3.3845
C 2.9566 0.6459 -3.1257
N 1.8748 0.6398 -3.9929
H -0.5722 -0.2739 -4.7304
H -0.9812 1.3383 -4.1944
H -2.3979 0.3283 -2.9131
H -2.8654 -1.7786 -2.6488
H -1.7844 -1.9195 -4.0275
H 1.9361 -1.9670 0.8081
H 3.1121 -4.0857 1.2553
H 2.5339 -6.1451 0.0615
H 0.7712 -6.1620 -1.6800
H -1.0078 -4.3219 -3.0028
H 2.9128 0.2388 0.2472
H 5.3208 0.3388 -0.1704
H 6.2233 0.6539 -2.4303
H 4.7074 0.8290 -4.3881
H 1.9248 0.6698 -4.9995
O -2.0740 6.3241 -0.6937
C -1.8212 5.0318 -0.7154
C -1.1131 4.3713 -1.7274
C -0.9363 3.0201 -1.6204
N -1.3803 2.2397 -0.5983
C -2.0529 2.9128 0.3750
Br -2.7433 1.9918 1.8584
C -2.2981 4.2656 0.3488
H -1.7200 6.7966 -1.4573
H -0.7051 4.9032 -2.5770
H -0.3659 2.5059 -2.3801
H -2.8511 4.7413 1.1466
I -5.6916 -3.3543 0.7021
C -4.4948 -1.7740 0.1671
C -4.8866 -0.5257 -0.2872
N -3.7728 0.1842 -0.5148
N -2.6590 -0.5181 -0.2035
C -3.1028 -1.7142 0.2043
H -5.8664 -0.1022 -0.4449
H -3.7021 1.1643 -0.7328
H -2.4058 -2.4824 0.5005
C -1.8754 -0.9713 5.8054
C -1.9377 -2.0858 4.9750
C -1.4503 -1.9959 3.6897
C -0.8658 -0.7987 3.2136
C -0.8187 0.3221 4.0784
C -1.3215 0.2295 5.3551
C -0.3630 -0.8292 1.8830
C 0.2267 0.1740 1.0829
C 1.1694 1.1356 1.6773
C 1.3215 2.4389 1.1930
C 2.2878 3.2810 1.7154
C 3.1484 2.8263 2.7069
C 3.0282 1.5276 3.1879
C 2.0442 0.6949 2.6855
H -2.2585 -1.0350 6.8161
H -2.3630 -3.0111 5.3388
H -1.4879 -2.8586 3.0327
H -0.3790 1.2480 3.7401
H -1.2850 1.0845 6.0167
H -0.5517 -1.7711 1.3788
H 0.6849 2.8030 0.3975
H 2.3804 4.2933 1.3440
H 3.9133 3.4813 3.1035
H 3.7002 1.1695 3.9570
H 1.9534 -0.3115 3.0757
*
```

Its expectation value of S² is 1.140. The calculation puts the LUMO energy (alpha / beta) at -9.406 / -8.893 eV. The orbital gap (alpha / beta) comes out at 6.436 / 6.340 eV. The total energy comes out at -134160.93978 eV.

Atom charges from the Mulliken analysis, given in e for atoms 1 to 5: atom 1 (Re): 0.52, atom 2 (C): -1.60, atom 3 (N): -0.52, atom 4 (C): -1.55, atom 5 (C): 0.32

Entry 2:
Here is a structure of composition C38H33Cl2N3OPZr from the Open Molecules 2025 dataset. Energies are from ωB97M-V with the def2-TZVPD basis set.

The geometry in ORCA input format:
```
! wB97M-V def2-TZVPD RIJCOSX def2/J DEFGRID3
* xyz 1 1
Zr 0.5668 -0.7344 0.5117
C 1.6487 0.0601 4.9992
C 1.1234 0.1522 3.6062
N 1.2449 -0.7901 2.7523
N 1.6963 -2.0300 3.1365
C 0.9712 -2.8920 2.4565
O 0.0824 -2.5009 1.5916
C 1.1886 -4.3373 2.6248
C 2.2472 -4.7947 3.4112
C 2.4767 -6.1535 3.5380
C 1.6483 -7.0605 2.8894
C 0.5905 -6.6074 2.1130
C 0.3590 -5.2494 1.9769
C 0.1878 1.2033 3.1485
C -0.1462 2.3099 3.9132
C -1.2357 3.0877 3.5521
C -1.9759 2.7299 2.4416
C -1.5508 1.6463 1.6880
N -0.4853 0.9115 2.0081
H 1.4058 -0.9214 5.4057
H 1.2524 0.8303 5.6524
H 2.7376 0.1325 4.9837
H 2.8816 -4.0765 3.9123
H 3.3003 -6.5084 4.1427
H 1.8270 -8.1225 2.9919
H -0.0560 -7.3164 1.6134
H -0.4628 -4.8842 1.3759
H 0.4177 2.5478 4.8027
H -1.5141 3.9441 4.1516
H -2.8603 3.2751 2.1447
H -2.0823 1.3511 0.7936
C 2.1215 -0.7315 -1.3608
C 2.9553 -1.1399 -0.2906
C 2.5921 -2.4491 0.0736
C 1.5434 -2.8590 -0.7631
C 1.2588 -1.8144 -1.6638
H 2.1771 0.1986 -1.9020
H 3.7400 -0.5515 0.1608
H 3.0310 -3.0308 0.8686
H 1.0182 -3.7984 -0.6913
H 0.5029 -1.8132 -2.4318
C -2.7615 5.5800 -2.4610
C -2.4408 4.7523 -3.5276
C -1.7735 3.5564 -3.3085
C -1.4204 3.1751 -2.0159
C -1.7372 4.0194 -0.9524
C -2.4077 5.2126 -1.1710
P -0.5699 1.5965 -1.6565
C 0.1477 1.1652 -3.2776
C -0.3578 0.1589 -4.0955
C 0.2649 -0.1370 -5.3013
C 1.3861 0.5739 -5.7013
C 1.8889 1.5862 -4.8946
C 1.2769 1.8774 -3.6865
C -1.8738 0.3639 -1.3927
C -3.1518 0.4159 -1.9445
C -4.0377 -0.6230 -1.7028
C -3.6373 -1.7044 -0.9269
C -2.3646 -1.7401 -0.3715
C -1.4555 -0.6905 -0.5689
H -3.2785 6.5140 -2.6355
H -2.7089 5.0396 -4.5356
H -1.5188 2.9201 -4.1473
H -1.4443 3.7499 0.0557
H -2.6430 5.8636 -0.3388
H -1.2374 -0.3953 -3.7917
H -0.1316 -0.9232 -5.9306
H 1.8687 0.3418 -6.6413
H 2.7618 2.1454 -5.2050
H 1.6735 2.6628 -3.0509
H -3.4497 1.2603 -2.5556
H -5.0350 -0.5935 -2.1219
H -4.3269 -2.5195 -0.7463
H -2.0873 -2.5883 0.2460
Cl 1.9190 4.4313 -0.3385
C 1.5213 3.2772 0.9237
Cl 2.4570 1.7548 0.7336
H 0.4787 3.0124 0.8183
H 1.7805 3.6948 1.8896
*
```

The calculation puts the LUMO energy at -3.847 eV. The orbital gap comes out at 6.994 eV. The total energy comes out at -82070.29819 eV.

Atom charges from the Mulliken analysis, given in e for atoms 1 to 5: atom 1 (Zr): 0.25, atom 2 (C): -1.58, atom 3 (C): 0.22, atom 4 (N): 1.13, atom 5 (N): -1.07

Q: What is the formula in the second record?
A: C38H33Cl2N3OPZr

Q: What is the total energy in the first record?
A: -134160.93978 eV